Entry 1:
C4H10O4 | ωB97M-V/def2-TZVPD

Properties
electronic energy	-12500.288	eV
gap between HOMO and LUMO	10.9	eV
E_LUMO	0.0244	Ha
relative energy (zero: lowest compared OMol25 entry of this formula, charge and spin)	7.3	kcal/mol

```
! RIJCOSX wB97M-V def2-TZVPD def2/J DEFGRID3
* xyz 0 1
O 0.821 -0.984 1.482
C 0.845 0.210 1.546
O 1.554 0.861 2.505
C 0.196 1.222 0.640
C -0.847 0.779 -0.386
C -0.970 1.791 -1.524
O -0.651 -0.553 -0.897
H 1.940 0.194 3.101
H 1.017 1.749 0.158
H -0.240 1.994 1.272
H -1.799 0.693 0.133
H -1.965 2.239 -1.513
H -0.795 1.333 -2.487
H -0.278 2.637 -1.421
H 0.240 -0.627 -1.263
H -0.976 -3.703 -2.389
H -1.137 -2.239 -1.898
O -0.602 -2.823 -2.460
*
```

Entry 2:
C27H27BiClIN6O | ωB97M-V/def2-TZVPD

Properties
electronic energy	-65875.712	eV
gap between HOMO and LUMO	7.0	eV
E_LUMO	-0.2461	Ha
relative energy (zero: lowest compared OMol25 entry of this formula, charge and spin)	8.2	kcal/mol

```
! RIJCOSX wB97M-V def2-TZVPD def2/J DEFGRID3
* xyz 2 1
Bi 0.548 0.053 0.197
C -2.604 -1.630 1.116
C -2.178 -0.211 0.838
C -1.940 0.662 1.932
C -2.175 0.121 3.320
C -1.581 1.997 1.694
C -1.405 3.013 2.793
C -1.441 2.456 0.367
C -1.060 3.894 0.132
C -1.775 1.628 -0.722
C -1.844 2.231 -2.102
C -2.155 0.287 -0.491
C -2.624 -0.591 -1.622
H -3.693 -1.675 1.205
H -2.192 -2.002 2.050
H -2.303 -2.321 0.336
H -1.516 -0.718 3.548
H -3.196 -0.252 3.408
H -2.033 0.861 4.098
H -2.126 3.821 2.660
H -0.417 3.476 2.768
H -1.561 2.614 3.788
H -0.235 4.201 0.772
H -1.900 4.554 0.369
H -0.779 4.091 -0.897
H -2.547 3.065 -2.100
H -2.180 1.528 -2.854
H -0.887 2.638 -2.431
H -2.463 -1.644 -1.419
H -2.140 -0.361 -2.567
H -3.699 -0.454 -1.767
Cl 0.890 -2.356 -6.488
C 0.675 -2.189 -4.789
C 0.187 -3.230 -4.054
C -0.004 -3.117 -2.654
I -0.786 -4.717 -1.606
C 0.301 -1.951 -2.002
O 0.132 -1.789 -0.678
C 0.809 -0.867 -2.766
N 1.087 0.286 -2.087
C 1.561 1.339 -2.732
C 1.788 1.324 -4.110
C 1.509 0.180 -4.817
C 1.003 -0.958 -4.157
H -0.064 -4.159 -4.548
H 1.769 2.227 -2.145
H 2.178 2.206 -4.597
H 1.672 0.140 -5.886
N 4.084 -2.769 0.403
C 3.280 -1.985 -0.297
N 2.612 -1.202 0.544
C 3.066 -1.592 1.777
N 3.964 -2.538 1.724
C 2.571 -0.980 3.009
C 3.121 -1.250 4.258
N 2.682 -0.633 5.346
C 1.713 0.258 5.186
C 1.151 0.520 3.942
N 1.574 -0.112 2.850
H 4.733 -3.465 0.065
H 3.200 -2.002 -1.372
H 3.922 -1.971 4.364
H 1.366 0.780 6.069
H 0.355 1.242 3.828
*
```

Entry 3:
C3H7NO3 | ωB97M-V/def2-TZVPD

Properties
electronic energy	-10856.768	eV
gap between HOMO and LUMO	10.6	eV
E_LUMO	0.0271	Ha
relative energy (zero: lowest compared OMol25 entry of this formula, charge and spin)	36.9	kcal/mol

```
! RIJCOSX wB97M-V def2-TZVPD def2/J DEFGRID3
* xyz 0 1
O -1.446 -0.459 -1.838
C -0.336 -0.375 -1.392
O 0.746 -0.228 -2.164
C -0.025 -0.363 0.088
C 0.245 1.050 0.668
O 1.575 1.035 1.209
N -1.155 -0.940 0.861
H 0.490 -0.358 -3.104
H 0.823 -1.031 0.227
H 0.111 1.744 -0.164
H -0.449 1.287 1.467
H 1.579 1.762 1.873
H -0.736 -1.264 1.738
H -1.423 -1.859 0.532
*
```

Entry 4:
Cl2MgN4O20 | ωB97M-V/def2-TZVPD

Properties
electronic energy	-77367.781	eV
gap between HOMO and LUMO	4.2	eV
E_LUMO	0.3157	Ha

```
! RIJCOSX wB97M-V def2-TZVPD def2/J DEFGRID3
* xyz -4 1
Mg -1.649 0.442 -0.201
Cl 3.446 -1.716 4.360
O 2.113 -1.695 4.816
O 3.656 -1.323 2.954
O 4.266 -1.205 5.287
O 3.790 -3.151 4.278
Cl 1.203 2.030 -1.347
O 0.667 2.737 -2.484
O 0.535 0.720 -1.158
O 2.555 1.644 -1.483
O 1.185 2.699 -0.055
N 1.834 -1.340 -2.798
O 0.991 -1.716 -3.695
O 2.323 -1.821 -1.891
O 2.048 -0.172 -3.147
N -0.905 -1.968 0.137
O -0.602 -3.150 0.094
O -1.129 -1.281 -0.939
O -0.955 -1.377 1.307
N -3.403 0.954 1.495
O -3.525 0.013 0.630
O -4.074 1.148 2.461
O -2.424 1.713 1.307
N -3.044 1.958 -2.451
O -2.872 2.950 -3.100
O -1.992 1.551 -1.835
O -4.038 1.359 -2.542
*
```